ORCA calculation (ωB97M-V/def2-TZVPD) on C10H20Cl10 as an isolated structure at a distorted geometry.

Structure (XYZ):
```
40
Properties=species:S:1:pos:R:3:forces:R:3
Cl 11.5396 0.6692 9.5654 -12.03 -8.96 -2.39
C 10.3434 -0.6803 9.5746 -2.99 -0.11 -0.75
C 8.9378 -0.1999 9.9889 0.86 0.07 -0.36
Cl 9.0950 0.3009 11.7005 -0.59 0.02 -0.01
H 10.5492 -1.5248 10.2324 0.92 0.38 0.15
H 10.2469 -1.0787 8.5647 0.29 0.08 -0.18
H 8.1858 -0.9772 9.8532 0.11 -0.10 0.45
H 8.6130 0.6467 9.3839 0.12 0.14 0.24
Cl 15.5005 -0.2131 10.7079 -6.10 4.71 -9.02
C 13.8310 0.3593 10.9796 -0.15 0.38 -1.01
C 13.4794 1.2343 9.7777 4.41 0.20 -0.16
Cl 14.4809 2.6051 9.4684 -4.22 4.60 1.88
H 13.8960 0.9798 11.8733 -0.85 -0.84 -0.98
H 13.1439 -0.4855 11.0284 0.27 0.35 0.25
H 12.4312 1.4923 9.9291 5.77 6.58 2.66
H 13.4577 0.6830 8.8377 0.88 0.12 0.26
Cl 13.7360 -2.1082 12.8594 -1.20 -0.38 1.17
C 15.3861 -1.8906 12.3560 -0.41 -6.76 2.27
C 16.3966 -1.8890 13.5500 0.01 -6.80 0.86
Cl 18.0100 -1.7636 12.7577 0.94 -1.47 0.50
H 15.3499 -0.9813 11.7559 -1.26 -5.42 3.74
H 15.5013 -2.6257 11.5594 0.77 -0.81 0.43
H 16.3684 -2.7345 14.2373 0.17 -0.77 -0.60
H 16.2361 -1.0061 14.1688 0.44 -2.55 1.64
Cl 15.2882 1.6448 15.7391 -0.08 -0.49 0.43
C 15.9973 2.2879 14.2442 -0.25 0.31 0.12
C 15.4217 1.5907 13.0237 1.80 1.35 -0.05
Cl 16.1719 -0.0244 12.9183 0.75 16.38 4.09
H 17.0751 2.1332 14.2956 -0.12 0.06 -0.05
H 15.7732 3.3505 14.3377 0.03 -0.01 -0.58
H 15.7459 2.1316 12.1346 -0.46 0.45 -0.09
H 14.3429 1.4355 13.0409 0.61 0.66 1.07
Cl 17.3087 -1.2413 8.5708 0.57 -0.76 -0.01
C 17.2990 0.3597 9.3441 2.08 0.44 -2.41
C 16.1990 1.1392 8.6787 2.76 -0.11 -0.30
Cl 16.4762 1.6147 6.9911 0.05 -0.35 -0.21
H 18.2775 0.8105 9.1787 -0.03 -0.03 0.06
H 17.0210 0.2637 10.3937 3.20 0.70 -1.02
H 16.0969 2.0930 9.1964 2.18 -1.54 -0.59
H 15.2745 0.5853 8.8422 0.75 0.27 -1.51
```
Positions in Å, forces in eV/Å.

Lowest unoccupied orbital energy ... 0.0086 Ha
Highest occupied orbital energy ... -0.2999 Ha
Total energy ... -135896.825 eV

---

ORCA calculation (ωB97M-V/def2-TZVPD) on one molecule with the formula C8H15OPS at a distorted geometry.

Structure (XYZ):
```
26
Properties=species:S:1:pos:R:3:forces:R:3
C 1.0443 0.1466 3.0064 -1.15 -0.71 -2.02
C 0.0366 0.6696 0.4940 -1.23 1.87 -2.04
C 0.7620 1.4870 3.4866 -0.48 1.47 -2.14
C -2.2619 -0.0403 -0.3975 1.04 -0.71 -0.94
C 1.0419 0.2869 -2.4366 2.13 0.69 0.53
C -1.0729 -0.8067 -3.0148 1.19 -2.82 2.20
C -0.8725 0.4920 -0.8044 1.55 -0.71 1.59
C -0.1359 -0.4490 -1.7985 -0.54 1.02 -1.52
O 1.9584 -0.5881 3.4960 -0.44 0.66 0.48
P 2.5458 -2.0116 2.8632 0.26 -0.43 -0.44
S 0.2231 -0.5404 1.4819 0.41 -1.07 1.84
H 0.6694 1.5596 4.5555 0.17 0.06 0.44
H 1.6102 2.1188 3.0632 -1.03 -0.22 0.81
H -0.2000 1.8319 2.9589 1.48 -0.32 0.90
H -2.9200 0.1798 -1.2240 -0.58 0.03 0.01
H -2.2399 -1.1398 -0.2551 0.08 0.51 -0.07
H -2.5935 0.3877 0.5146 -0.49 0.59 0.72
H 1.7308 -0.4874 -2.9583 -1.12 1.66 0.51
H 1.6943 0.9585 -1.7400 -0.98 -1.63 -0.71
H 0.6238 1.0819 -3.1012 0.41 -0.96 -0.10
H -0.5489 -1.5658 -3.6230 0.06 0.55 -0.06
H -1.4100 -0.0255 -3.6487 -0.54 0.83 -0.12
H -1.8032 -1.4417 -2.4934 -0.81 0.57 -0.86
H -0.9198 1.4964 -1.2672 -0.23 -0.50 0.22
H 0.1458 -1.4151 -1.3350 -0.06 0.61 0.01
H 2.8920 -2.1853 4.1774 0.88 -1.05 0.78
```
Positions in Å, forces in eV/Å.

Lowest unoccupied orbital energy (alpha / beta) ... -0.0092 / -0.0282 Ha
Highest occupied orbital energy (alpha / beta) ... -0.2767 / -0.2580 Ha
Total energy ... -30704.715 eV

---

ORCA calculation (ωB97M-V/def2-TZVPD) on C8H14N3O3PdS as an isolated structure at a distorted geometry.

Structure (XYZ):
```
30
Properties=species:S:1:pos:R:3:forces:R:3
C -2.5741 0.7816 1.0903 -2.31 -1.52 3.28
Pd -1.8329 0.8424 -0.8605 0.42 -0.54 -0.95
N -0.5807 1.8310 -2.2011 0.72 0.72 -1.60
N -3.6292 1.6245 -1.5271 -1.76 0.36 -0.61
H -0.1535 1.1163 -2.7877 0.04 0.35 0.14
H -2.1971 1.6998 0.6296 1.12 0.65 -1.19
H -1.8802 0.6260 1.8985 -0.03 0.26 0.81
H -2.9851 -0.2606 0.9699 0.79 0.73 -1.25
H -3.4825 1.3187 1.3483 -0.63 -0.01 1.43
H -3.9058 1.2071 -2.4151 -0.07 0.32 0.19
H -3.5377 2.6349 -1.6191 -0.14 -0.26 -0.16
H -4.3685 1.4388 -0.8475 0.12 0.09 -0.26
H -1.0709 2.5166 -2.7580 0.42 0.17 -0.29
H 0.1142 2.2505 -1.5701 0.04 -0.16 0.00
O 1.0900 1.9611 0.1449 0.10 0.71 0.05
C 1.0176 0.7217 0.2085 1.04 -3.26 0.49
N -0.0889 0.0273 -0.2942 -0.46 -2.03 -0.20
S -0.0998 -1.6672 -0.2895 3.37 3.93 1.71
O -1.0751 -2.1862 0.6457 -0.62 -0.36 -0.49
O -0.0541 -2.1828 -1.6347 -0.76 -0.53 -0.38
C 1.5149 -1.6024 0.4384 0.00 -2.74 0.05
C 2.2689 -2.7179 0.7512 0.26 0.50 0.14
C 3.5464 -2.5916 1.3438 -0.90 -0.76 -0.50
C 4.0429 -1.3053 1.6156 -0.50 1.08 -0.12
C 3.2595 -0.1827 1.3048 1.48 -0.37 0.59
C 1.9877 -0.3156 0.6970 -0.93 3.06 -0.47
H 1.8297 -3.6719 0.5164 0.13 -0.47 0.05
H 4.1196 -3.4808 1.5689 0.05 -0.01 0.03
H 5.0428 -1.2306 2.0752 -0.60 0.30 -0.23
H 3.6816 0.7973 1.5574 -0.40 -0.22 -0.26
```
Positions in Å, forces in eV/Å.

Lowest unoccupied orbital energy (alpha / beta) ... 0.0842 / 0.0820 Ha
Highest occupied orbital energy (alpha / beta) ... -0.0093 / -0.1501 Ha
Total charge ... -1
Total energy ... -33448.561 eV
2S+1 ... 3

---

ORCA calculation (ωB97M-V/def2-TZVPD) on one molecule with the formula C4H7NO.

Structure (XYZ):
```
13
Properties=species:S:1:pos:R:3:forces:R:3
C -1.3062 0.2487 -0.4836 -0.25 -0.03 -0.23
C -0.0247 -0.3069 1.1260 0.09 0.00 0.10
N 0.9250 -1.0433 0.5468 -0.19 -0.10 0.07
C 1.2992 0.0031 -0.4243 0.17 0.13 -0.20
C 0.1601 0.8929 0.2592 -0.01 -0.28 0.02
O 0.1150 2.1191 0.4301 0.03 0.03 0.04
H -1.3623 -0.7839 -0.8450 0.04 0.13 0.08
H -1.2898 0.9341 -1.3334 0.03 -0.07 0.13
H -2.1661 0.4963 0.1427 0.15 -0.04 -0.05
H -0.6931 -0.6163 1.9271 0.06 0.06 -0.11
H 0.8717 -2.0388 0.3642 0.01 0.13 0.05
H 1.1721 -0.3039 -1.4663 0.00 0.07 0.14
H 2.2992 0.3987 -0.2435 -0.13 -0.04 -0.03
```
Positions in Å, forces in eV/Å.

Lowest unoccupied orbital energy ... 0.0205 Ha
Highest occupied orbital energy ... -0.2971 Ha
Total energy ... -7795.373 eV